Record 1
Density functional theory data (the ωB97M-V functional and the def2-TZVPD basis) for 2 unconnected molecules or ions with the total composition C4H13N2O2.

Atoms and positions in Å:
C 0.507 1.297 1.208
C 0.496 -0.222 1.483
C 1.561 -1.021 0.775
O 1.101 -1.666 -0.377
N -0.412 1.905 0.230
C -0.503 1.067 -0.982
N -1.338 1.759 -1.975
H 0.257 1.787 2.164
H 1.525 1.647 1.021
H 0.582 -0.311 2.568
H -0.455 -0.629 1.136
H 2.399 -0.382 0.436
H 2.068 -1.799 1.418
H -1.335 2.057 0.609
H 0.542 0.878 -1.222
H -1.031 0.120 -0.822
H -1.969 1.086 -2.386
H -0.826 2.300 -2.658
H -0.157 -2.296 -0.295
H -1.291 -3.476 -0.286
O -1.205 -2.502 -0.234

- orbital gap (eV) = 7.36
- HOMO energy (eV) = -3.190
- total charge = -1
- LUMO level (eV) = 4.17

Atom charges from the Löwdin analysis, given in e for atoms 1 to 5: atom 1 (C): -0.259, atom 2 (C): -0.200, atom 3 (C): -0.429, atom 4 (O): -0.348, atom 5 (N): -0.084

---

Record 2
Density functional theory data (the ωB97M-V functional and the def2-TZVPD basis) for a single CH4N2O2S molecule.

Atoms and positions in Å:
C -0.100 0.293 0.005
H 2.890 0.520 1.072
H 0.967 -1.413 0.316
H -1.216 -1.178 -0.808
H -2.259 1.037 -0.367
N 1.046 -0.484 0.046
N -1.241 -0.561 0.009
O -0.223 1.479 -0.034
O -2.448 0.121 -0.055
S 2.585 0.185 -0.184

- orbital gap (eV) = 10.43
- HOMO energy (eV) = -9.872
- LUMO level (eV) = 0.56
- SMILES string = O=C(NO)NS

Atom charges from the Löwdin analysis, given in e for atoms 1 to 5: atom 1 (C): -0.613, atom 2 (H): -0.145, atom 3 (H): 0.062, atom 4 (H): 0.138, atom 5 (H): 0.102

---

Record 3
Density functional theory data (the ωB97M-V functional and the def2-TZVPD basis) for a molecular structure, C23H40N4O5S2SiTi.

Atoms and positions in Å:
Ti 1.182 -0.482 0.052
C -1.046 0.188 -3.013
C -1.122 0.984 -1.723
C -2.528 1.472 -1.434
C -0.137 2.137 -1.735
O -0.699 0.093 -0.600
Si -1.663 -1.120 0.153
S -0.112 -2.052 1.195
O -2.265 -1.931 -1.105
C -2.953 -3.204 -1.191
C -1.912 -4.244 -1.581
C -3.604 -3.554 0.139
C -3.999 -3.038 -2.279
O -2.877 -0.505 1.010
C -3.064 -0.010 2.358
C -1.908 0.897 2.747
C -4.369 0.769 2.320
C -3.168 -1.207 3.291
H -1.277 0.850 -3.849
H -1.752 -0.639 -3.011
H -0.041 -0.211 -3.161
H -2.832 2.154 -2.230
H -2.567 2.009 -0.486
H -3.242 0.649 -1.406
H -0.436 2.860 -2.496
H 0.862 1.782 -1.999
H -0.109 2.636 -0.767
H -1.145 -4.322 -0.808
H -1.436 -3.962 -2.521
H -2.374 -5.224 -1.708
H -2.856 -3.640 0.931
H -4.116 -4.514 0.061
H -4.334 -2.796 0.422
H -3.525 -2.755 -3.220
H -4.715 -2.263 -2.001
H -4.543 -3.970 -2.435
H -1.795 1.712 2.031
H -0.973 0.333 2.791
H -2.093 1.328 3.732
H -4.289 1.610 1.630
H -4.607 1.156 3.311
H -5.187 0.127 1.993
H -2.239 -1.779 3.287
H -3.985 -1.860 2.981
H -3.362 -0.876 4.312
C 6.414 -0.644 -3.579
C 5.217 -0.247 -2.789
C 5.028 0.971 -2.200
C 3.842 1.203 -1.475
N 2.898 0.276 -1.398
C 3.085 -0.933 -1.959
S 1.907 -2.112 -1.731
N 4.235 -1.176 -2.640
C 3.618 2.497 -0.772
H 7.136 0.167 -3.611
H 6.123 -0.896 -4.601
H 6.890 -1.521 -3.137
H 5.779 1.741 -2.286
H 4.345 -2.104 -3.031
H 4.053 3.325 -1.329
H 4.123 2.448 0.198
H 2.560 2.670 -0.593
C 1.236 3.725 3.928
N 1.715 2.528 3.235
C 2.710 1.785 3.786
C 3.220 0.681 3.199
C 2.627 0.301 1.959
O 2.929 -0.726 1.282
N 1.635 1.050 1.419
C 1.154 2.198 1.995
O 0.333 2.920 1.465
H 1.986 4.514 3.889
H 1.014 3.479 4.965
H 0.333 4.063 3.432
H 3.070 2.142 4.742
H 3.998 0.090 3.652

- orbital gap (alpha / beta) (eV) = 7.29 / 7.77
- HOMO energy (alpha / beta) (eV) = -10.850 / -11.362
- total charge = +1
- multiplicity = 2
- LUMO level (alpha / beta) (eV) = -3.56 / -3.59

Atom charges from the Löwdin analysis, given in e for atoms 1 to 5: atom 1 (Ti): 0.660, atom 2 (C): -0.012, atom 3 (C): -0.573, atom 4 (C): -0.010, atom 5 (C): -0.022

---

Record 4
Density functional theory data (the ωB97M-V functional and the def2-TZVPD basis) for 2 unconnected molecules or ions with the total composition C2H8S2.

Atoms and positions in Å:
S 1.348 -2.991 -0.138
H 0.518 -3.480 0.756
H 2.400 -3.436 0.578
C -0.737 2.349 0.403
S -1.416 1.266 -0.909
C -0.276 -0.125 -0.717
H 0.252 2.658 0.031
H -0.681 1.757 1.349
H -1.391 3.228 0.556
H -0.419 -0.896 -1.494
H 0.785 0.191 -0.732
H -0.383 -0.523 0.318

- orbital gap (alpha / beta) (eV) = 9.50 / 4.53
- HOMO energy (alpha / beta) (eV) = -13.044 / -13.037
- total charge = +1
- multiplicity = 2
- LUMO level (alpha / beta) (eV) = -3.54 / -8.51

Atom charges from the Löwdin analysis, given in e for atoms 1 to 5: atom 1 (S): 0.526, atom 2 (H): -0.219, atom 3 (H): -0.183, atom 4 (C): -0.286, atom 5 (S): 1.122

---

Record 5
Density functional theory data (the ωB97M-V functional and the def2-TZVPD basis) for a gas-phase ion, C5H12N2O (charge +1).

Atoms and positions in Å:
C -1.265 2.159 -0.750
N -1.120 0.799 -1.034
C -0.614 -0.058 2.038
C 0.321 0.251 0.951
C -0.214 -0.198 -0.376
C 1.123 -0.725 -1.065
N 1.444 -2.135 -0.561
O -2.211 2.751 -1.278
H -0.787 2.706 -0.062
H -1.750 0.437 -1.699
H -1.508 0.521 2.035
H -0.004 -0.087 2.916
H -0.962 -1.081 1.956
H 0.556 1.416 0.893
H 1.368 -0.082 1.195
H -0.791 -1.140 -0.300
H 1.078 -0.782 -2.168
H 1.796 0.159 -0.787
H 1.124 -2.781 -1.286
H 2.417 -2.130 -0.618

- orbital gap (alpha / beta) (eV) = 10.89 / 5.45
- HOMO energy (alpha / beta) (eV) = -14.631 / -14.422
- total charge = +1
- multiplicity = 2
- LUMO level (alpha / beta) (eV) = -3.74 / -8.97

Atom charges from the Löwdin analysis, given in e for atoms 1 to 5: atom 1 (C): -0.169, atom 2 (N): 0.260, atom 3 (C): -0.076, atom 4 (C): -0.268, atom 5 (C): -0.243

---

Record 6
Density functional theory data (the ωB97M-V functional and the def2-TZVPD basis) for a single C2H4S molecule.

Atoms and positions in Å:
C 0.290 -0.007 0.058
C -0.812 -0.735 0.011
S 2.127 -0.191 -0.135
H 2.596 1.032 -0.103
H -0.038 1.040 0.058
H -0.903 -1.760 -0.012
H -1.729 -0.299 0.455

- orbital gap (eV) = 9.86
- HOMO energy (eV) = -9.021
- LUMO level (eV) = 0.84
- SMILES string = C=CS

Atom charges from the Löwdin analysis, given in e for atoms 1 to 5: atom 1 (C): -0.546, atom 2 (C): -0.091, atom 3 (S): 0.687, atom 4 (H): -0.188, atom 5 (H): 0.050